(1)
Density functional theory data (wB97M-V/def2-TZVPD) for a single C4H6N2 molecule.

Multiplicity = 1
Energy = -7223.362 eV
SMILES string = N#C[C@H]1CCN1
Energy above the lowest of the compared OMol25 structures with the same formula, charge and spin = 215.1 kJ/mol
HOMO = -8.851 eV
F_max = 3.5 eV/Å

Geometry (Å):
N 2.9545 0.0886 -0.7511
C 1.9523 -0.0438 -0.2044
C 0.6802 -0.2354 0.4520
C -0.3155 0.9631 0.3678
C -1.2327 -0.0427 -0.3537
N -0.2299 -1.0493 -0.2917
H 0.8399 -0.6149 1.4597
H -0.7723 1.2265 1.3207
H 0.0503 1.8486 -0.1633
H -1.7647 0.0581 -1.2747
H -2.2296 -0.2990 0.2053
H -0.0857 -1.8611 -0.8638


(2)
Density functional theory data (wB97M-V/def2-TZVPD) for a single C4H6N2 molecule.

Multiplicity = 1
Energy = -7221.262 eV
SMILES string = C/N=C1/C=NC1
Energy above the lowest of the compared OMol25 structures with the same formula, charge and spin = 417.6 kJ/mol
HOMO = -8.364 eV
F_max = 5.0 eV/Å

Geometry (Å):
C 1.9972 -0.7908 0.2014
C 0.3145 -0.1484 0.0425
C 1.1115 1.0482 -0.2520
C -2.1563 -0.3518 0.0053
N 2.4149 0.3702 -0.2015
N -0.7617 -0.7230 0.2156
H 2.3703 -1.7075 0.6590
H 0.8835 1.6383 -1.2358
H 1.0305 1.5172 0.6446
H -2.2446 0.4917 0.6613
H -2.6994 -1.2427 0.2711
H -2.2605 -0.1016 -1.0116


(3)
Density functional theory data (wB97M-V/def2-TZVPD) for C4H6N2 as an isolated structure.

Multiplicity = 1
Energy = -7219.248 eV
Energy above the lowest of the compared OMol25 structures with the same formula, charge and spin = 612.0 kJ/mol
HOMO = -8.623 eV
F_max = 0.6 eV/Å

Geometry (Å):
N -0.6424 -2.0833 -1.0082
C -0.7029 -0.9743 -0.5304
C -1.2641 0.2049 0.2351
N -0.1091 1.0940 0.1532
C 0.8222 0.2769 -0.6538
C 1.0654 0.5017 0.7868
H -2.1136 0.6208 -0.3164
H -1.5831 -0.0455 1.2531
H 1.4078 0.7777 -1.4244
H 0.3971 -1.2768 -1.0907
H 0.9217 -0.3297 1.4812
H 1.8008 1.2335 1.1146


(4)
Density functional theory data (wB97M-V/def2-TZVPD) for a single C4H6N2 molecule.

Multiplicity = 1
Energy = -7221.170 eV
Energy above the lowest of the compared OMol25 structures with the same formula, charge and spin = 426.5 kJ/mol
HOMO = -9.361 eV
F_max = 1.1 eV/Å

Geometry (Å):
C 1.3975 -0.2576 0.1875
C -0.0213 0.3057 0.2651
C -1.1582 -0.6595 -0.2350
N -0.8242 0.0620 1.3385
C -0.1171 1.6479 -0.3845
N -0.1747 2.7043 -0.8529
H 1.7609 -0.3055 -0.8439
H 1.4079 -1.2539 0.6375
H 2.0717 0.3877 0.7584
H -1.7608 -0.1611 -0.9936
H -0.7236 -1.6198 -0.5071
H -1.8582 -0.8502 0.6299


(5)
Density functional theory data (wB97M-V/def2-TZVPD) for a single C4H6N2 molecule.

Multiplicity = 1
Energy = -7224.518 eV
SMILES string = [H]/N=C/[C@@H](C)C#N
Energy above the lowest of the compared OMol25 structures with the same formula, charge and spin = 103.5 kJ/mol
HOMO = -10.707 eV
F_max = 1.1 eV/Å

Geometry (Å):
C -1.4750 -0.1401 0.2346
C -0.1207 0.4274 -0.2474
C 0.9195 -0.6582 -0.4623
N 2.1223 -0.5227 -0.1014
N 0.6905 2.2738 1.4328
C 0.3691 1.4648 0.6721
H -2.3060 0.4249 -0.1941
H -1.5780 -1.1865 -0.0731
H -1.5516 -0.0957 1.3236
H 0.5208 -1.5394 -0.9874
H 2.6732 -1.3409 -0.3656
H -0.2642 0.8928 -1.2318


(6)
Density functional theory data (wB97M-V/def2-TZVPD) for a single C4H6N2 molecule.

Multiplicity = 1
Energy = -7224.038 eV
SMILES string = N#C[C@H]1CCN1
Energy above the lowest of the compared OMol25 structures with the same formula, charge and spin = 149.8 kJ/mol
HOMO = -9.668 eV
F_max = 1.1 eV/Å

Geometry (Å):
N 2.8527 0.1053 -0.8963
C 1.8898 -0.0555 -0.2748
C 0.6672 -0.2665 0.5160
C -0.3589 0.8937 0.4239
C -1.2701 -0.0898 -0.3376
N -0.3269 -1.1906 -0.0575
H 0.9701 -0.5501 1.5306
H -0.7351 1.2219 1.3946
H -0.0175 1.7594 -0.1463
H -1.4006 0.1566 -1.3986
H -2.2571 -0.2605 0.1067
H -0.0136 -1.7241 -0.8607


(7)
Density functional theory data (wB97M-V/def2-TZVPD) for a single C4H6N2 molecule.

Multiplicity = 1
Energy = -7222.471 eV
SMILES string = N#CCN1CC1
Energy above the lowest of the compared OMol25 structures with the same formula, charge and spin = 301.0 kJ/mol
HOMO = -9.899 eV
F_max = 4.1 eV/Å

Geometry (Å):
N 2.0696 1.4801 -0.8186
C 1.9258 0.3559 -0.5962
C 1.0798 -0.7191 -0.0725
N -0.1176 -0.4104 0.7210
C -1.3646 -0.4185 -0.0427
C -0.8814 0.8224 0.6296
H 0.8959 -1.2854 -0.9887
H 1.7446 -1.3124 0.5324
H -2.1723 -0.9806 0.4662
H -1.2931 -0.3268 -1.3242
H -0.5961 1.5942 -0.0761
H -1.2907 1.2005 1.5698


(8)
Density functional theory data (wB97M-V/def2-TZVPD) for a single C4H6N2 molecule.

Multiplicity = 1
Energy = -7220.845 eV
Energy above the lowest of the compared OMol25 structures with the same formula, charge and spin = 457.9 kJ/mol
HOMO = -7.318 eV
F_max = 1.2 eV/Å

Geometry (Å):
N -2.3275 1.4702 -0.6407
C -1.2181 1.1738 -0.4845
C 0.2089 0.8899 -0.1771
C 0.5710 0.2260 1.1591
C -0.0116 -1.0515 0.5426
N 0.5813 -0.4678 -0.7313
H 0.8173 1.6997 -0.5921
H 1.5612 -0.4186 -0.3304
H 0.1892 0.6262 2.0914
H -1.1030 -1.1203 0.3816
H 0.3959 -2.0390 0.7781
H 0.3584 -0.7804 -1.6834


(9)
Density functional theory data (wB97M-V/def2-TZVPD) for C4H6N2 as an isolated structure.

Multiplicity = 1
Energy = -7222.396 eV
Energy above the lowest of the compared OMol25 structures with the same formula, charge and spin = 308.2 kJ/mol
HOMO = -9.139 eV
F_max = 0.5 eV/Å

Geometry (Å):
N -1.3137 0.1141 1.0101
C 0.4754 0.6276 -0.8072
C 0.0053 0.5156 0.6519
C 1.0004 -0.4484 0.1185
N 0.3020 -1.4919 -0.6929
C -0.0827 -0.5712 -1.5028
H -1.6677 0.6385 1.7866
H 0.9826 1.4906 -1.2203
H 0.4218 1.3201 1.2603
H 1.9872 -0.6287 0.5193
H -1.3594 -0.8637 1.2252
H -0.7514 -0.7025 -2.3487


(10)
Density functional theory data (wB97M-V/def2-TZVPD) for a single C4H6N2 molecule.

Multiplicity = 1
Energy = -7223.653 eV
SMILES string = N#CCN1CC1
Energy above the lowest of the compared OMol25 structures with the same formula, charge and spin = 187.0 kJ/mol
HOMO = -9.969 eV
F_max = 1.1 eV/Å

Geometry (Å):
N 2.8843 1.3853 -0.4082
C 2.0746 0.5618 -0.4565
C 1.0455 -0.4861 -0.5574
N -0.0943 -0.1814 0.2864
C -1.3851 -0.6346 -0.1983
C -1.0404 0.8095 -0.1911
H 0.7926 -0.6044 -1.6257
H 1.4820 -1.4306 -0.2153
H -2.0487 -1.0622 0.5484
H -1.4184 -1.1236 -1.1736
H -0.8703 1.2845 -1.1577
H -1.4237 1.4724 0.5800


(11)
Density functional theory data (wB97M-V/def2-TZVPD) for a single C4H6N2 molecule.

Multiplicity = 1
Energy = -7223.383 eV
SMILES string = [H]/N=C(/N)CC#C
Energy above the lowest of the compared OMol25 structures with the same formula, charge and spin = 213.0 kJ/mol
HOMO = -9.399 eV
F_max = 3.6 eV/Å

Geometry (Å):
C 1.0333 -0.0418 0.0010
C -0.1932 -0.7964 0.4606
C -1.5097 -0.2700 -0.0094
C -2.5387 0.1796 -0.3747
H 0.0389 1.6897 0.2604
H 1.6203 1.8139 -0.4024
H 2.1130 -1.5263 -0.6173
H -0.2158 -0.7381 1.5576
H -0.0526 -1.8398 0.1842
H -3.4308 0.6685 -0.8159
N 0.9654 1.3233 0.2535
N 2.1698 -0.4626 -0.4973


(12)
Density functional theory data (wB97M-V/def2-TZVPD) for a single C4H6N2 molecule.

Multiplicity = 1
Energy = -7221.195 eV
Energy above the lowest of the compared OMol25 structures with the same formula, charge and spin = 424.2 kJ/mol
HOMO = -9.395 eV
F_max = 1.4 eV/Å

Geometry (Å):
C 1.7427 -0.9073 -0.4774
C 0.5657 -0.1396 -0.9049
C -0.5222 -0.2872 0.0746
N -1.5186 0.7620 -0.0750
C -1.7614 1.6468 0.8987
N -2.1859 2.4138 1.6623
H 2.1797 -1.3986 -1.3464
H 1.6593 -1.5971 0.3792
H 2.4458 -0.1027 -0.1949
H -1.0209 -1.2521 -0.1551
H -0.1614 -0.3526 1.1126
H -1.4229 1.2145 -0.9737


(13)
Density functional theory data (wB97M-V/def2-TZVPD) for a single C4H6N2 molecule.

Multiplicity = 1
Energy = -7223.511 eV
SMILES string = C=C1C=NNC1
Energy above the lowest of the compared OMol25 structures with the same formula, charge and spin = 200.7 kJ/mol
HOMO = -8.262 eV
F_max = 2.7 eV/Å

Geometry (Å):
C -0.2247 1.3904 -1.1675
C -0.2534 0.3889 -0.3069
C 0.9936 -0.3149 0.1804
C -1.3103 -0.3358 0.3666
H 0.7077 1.8248 -1.4960
H -1.1525 1.7880 -1.5731
H 1.5098 -0.6775 -0.7732
H 1.6706 0.3562 0.7281
H 0.8853 -1.6375 1.8072
H -2.3596 -0.0160 0.2980
N 0.4355 -1.4544 0.8877
N -0.9022 -1.3120 1.0489


(14)
Density functional theory data (wB97M-V/def2-TZVPD) for C4H6N2 as an isolated structure.

Multiplicity = 1
Energy = -7220.333 eV
Energy above the lowest of the compared OMol25 structures with the same formula, charge and spin = 507.3 kJ/mol
HOMO (spin up / spin down) = -7.422 / -7.423 eV
F_max = 4.1 eV/Å

Geometry (Å):
N 0.6393 1.7741 -0.6274
C 0.2740 0.5915 -0.0583
C 0.9757 -0.3687 0.6539
N 0.2443 -1.5324 0.5524
C -0.9616 -1.2850 -0.0809
C -0.9919 0.0752 -0.4016
H 1.3860 2.1887 -0.0335
H -0.8257 2.1700 -0.9984
H 2.0098 -0.3962 0.9789
H 0.4666 -2.3581 1.0980
H -1.6967 -2.0797 -0.1113
H -1.5198 1.2207 -0.9717


(15)
Density functional theory data (wB97M-V/def2-TZVPD) for a single C4H6N2 molecule.

Multiplicity = 1
Energy = -7224.538 eV
SMILES string = Nc1cc[nH]c1
Energy above the lowest of the compared OMol25 structures with the same formula, charge and spin = 101.6 kJ/mol
HOMO = -7.501 eV
F_max = 0.9 eV/Å

Geometry (Å):
N -2.0107 0.2023 0.2597
C -0.6751 -0.0663 -0.0662
C 0.1828 1.0100 -0.0811
N 1.4605 0.5276 0.0440
C 1.4211 -0.8310 0.0449
C 0.1137 -1.2526 -0.0852
H -2.0290 1.2003 0.4499
H -2.7903 -0.1632 -0.2715
H -0.0352 1.9494 -0.5674
H 2.2483 1.1049 0.2772
H 2.3213 -1.4008 0.1979
H -0.2074 -2.2804 -0.2021


(16)
Density functional theory data (wB97M-V/def2-TZVPD) for a single C4H6N2 molecule.

Multiplicity = 1
Energy = -7223.778 eV
SMILES string = [H]/N=C/C(C)=C=N
Energy above the lowest of the compared OMol25 structures with the same formula, charge and spin = 174.9 kJ/mol
HOMO = -8.591 eV
F_max = 0.7 eV/Å

Geometry (Å):
C -1.5901 -0.4283 0.0124
C -0.1463 0.0202 0.0561
C 0.9546 -0.9095 -0.2409
N 2.1739 -0.5393 -0.2344
N 0.4258 2.3751 0.8206
C 0.1603 1.2629 0.3927
H -2.2605 0.4005 -0.2311
H -1.7367 -1.1990 -0.7515
H -1.9189 -0.8474 0.9703
H 0.6353 -1.9383 -0.4724
H 2.7898 -1.3238 -0.4435
H 0.5126 3.1154 0.1244


(17)
Density functional theory data (wB97M-V/def2-TZVPD) for a single C4H6N2 molecule.

Multiplicity = 1
Energy = -7223.965 eV
SMILES string = N#CC[C@H]1CN1
Energy above the lowest of the compared OMol25 structures with the same formula, charge and spin = 156.9 kJ/mol
HOMO = -10.158 eV
F_max = 1.1 eV/Å

Geometry (Å):
N 2.8428 -0.0428 -0.1259
C 1.8324 -0.5795 0.0430
C 0.5085 -1.1698 0.2603
C -0.5763 -0.0967 0.3551
C -0.3934 1.2567 -0.2157
N -1.2233 0.2677 -0.8973
H 0.2802 -1.8489 -0.5676
H 0.5420 -1.7656 1.1776
H -1.1999 -0.1670 1.2442
H 0.5436 1.5024 -0.7135
H -0.8731 2.0878 0.2955
H -2.2123 0.4569 -0.7592


(18)
Density functional theory data (wB97M-V/def2-TZVPD) for a single C4H6N2 molecule.

Multiplicity = 1
Energy = -7223.110 eV
SMILES string = [H]/N=C1\C=C(N)C1
Energy above the lowest of the compared OMol25 structures with the same formula, charge and spin = 239.3 kJ/mol
HOMO = -7.676 eV
F_max = 2.5 eV/Å

Geometry (Å):
C -0.4906 0.4214 -0.9118
C -0.5538 -0.3611 0.3770
C 1.1332 0.4269 -0.5158
N -1.6204 -0.7360 1.0573
C 0.8020 -0.3735 0.6175
N 2.0655 1.1851 -0.9006
H -2.5623 -0.5530 0.7304
H -1.5643 -1.1051 1.9998
H 2.9781 0.7428 -1.0221
H -1.0144 1.3784 -0.9572
H -0.5761 -0.1445 -1.8389
H 1.4030 -0.8814 1.3643


(19)
Density functional theory data (wB97M-V/def2-TZVPD) for a single C4H6N2 molecule.

Multiplicity = 1
Energy = -7225.183 eV
SMILES string = Cn1ccnc1
Energy above the lowest of the compared OMol25 structures with the same formula, charge and spin = 39.4 kJ/mol
HOMO = -8.829 eV
F_max = 0.3 eV/Å

Geometry (Å):
C 1.3680 0.4055 0.8595
N 0.3107 0.0610 -0.0722
C -0.8241 0.7987 -0.3292
C -1.7363 -0.0866 -0.8292
N -1.1973 -1.3502 -0.9002
C 0.0164 -1.2200 -0.4320
H 1.9272 1.2982 0.5643
H 0.9354 0.5616 1.8515
H 2.0597 -0.4370 0.9157
H -0.8561 1.8661 -0.1692
H -2.7586 0.1096 -1.1247
H 0.7550 -2.0069 -0.3342


(20)
Density functional theory data (wB97M-V/def2-TZVPD) for a 2-piece molecular cluster, C4H6N2O overall.

Multiplicity = 1
Energy = -9266.529 eV
Energy above the lowest of the compared OMol25 structures with the same formula, charge and spin = 672.8 kJ/mol
HOMO = -8.761 eV
F_max = 5.1 eV/Å

Geometry (Å):
C 1.7452 -1.4748 0.1857
C -0.7990 1.7908 0.9148
C 1.5190 -0.3045 -0.3313
C -1.2745 0.7382 0.1619
N -0.8016 -0.9915 -1.3771
N -0.4582 -0.0282 -0.6199
O -2.0354 -1.1921 -1.5872
H 2.7449 -1.8018 0.3536
H 0.8968 -2.1564 0.4759
H -1.4266 2.3715 1.5851
H 0.1887 2.0721 1.0557
H 1.9638 0.4664 -0.8888
H -2.2630 0.5105 0.0717